1.
A structure of composition C50H47BCl3F4N5OP2S2SiTeY at a distorted geometry. Source: the OMol25 dataset; level of theory: ωB97M-V/def2-TZVPD.

```
! RIJCOSX wB97M-V def2-TZVPD def2/J DEFGRID3
* xyz -2 2
C -0.80764 1.75121 3.86698
H 4.50622 5.50590 0.78474
C 0.77667 0.35201 -1.97372
H -1.00592 -6.60293 -1.52532
C 3.32977 0.73758 3.52920
C -1.32673 -0.64019 -3.75272
C 2.36386 3.55307 5.84906
H -2.94844 -1.41785 1.25463
C 2.05496 -3.54507 -5.01013
C -0.44391 -0.96047 -4.74594
C -1.38324 1.24195 2.70299
H 3.35950 1.69668 5.95667
C 2.77254 2.05945 3.97554
C -2.68621 -0.47203 -4.00263
H -2.63072 -1.12779 -7.27845
C 1.32705 -4.15983 -6.05058
H -3.42223 3.66361 4.85728
H 3.11363 6.89923 -0.37101
C -2.95432 -3.82258 1.00646
H 3.12089 -3.31375 -5.21556
N -3.79559 -1.33402 0.64784
C 0.02016 -4.54855 -5.81236
C -1.91127 -6.12542 -1.85419
H 0.15388 1.39552 4.16481
C -2.77405 3.06330 4.21696
H -2.95728 -7.90323 -2.32361
C -1.47688 2.70833 4.63945
H -3.77355 -0.51624 0.06080
H -3.04946 -2.98636 -2.40780
C 2.51898 3.85057 7.33652
C -0.86500 -1.09195 -6.05545
C -3.07101 -4.08062 -2.33246
C 2.30239 6.17106 -0.40003
H 3.74918 4.33958 1.86484
H 2.56961 0.09618 3.01900
H -1.51749 -4.78350 -4.32861
H 4.43486 3.80081 0.33518
N -1.88905 -3.85816 1.45267
C -3.15094 -0.65100 -5.26175
H -0.40027 4.35186 2.48129
C -1.92993 -4.73786 -1.89448
C 0.04675 5.61109 -0.98216
Cl 4.17459 -2.73517 -1.12165
H 2.84526 2.91140 7.77934
H 1.54426 4.11888 7.76121
H 0.95694 5.42055 2.02244
Te 1.69893 2.17221 1.21257
N -4.15242 -3.66486 0.55487
C 1.98816 -0.29278 -1.68098
H 4.18798 2.25960 -2.06873
H -6.04004 -3.10639 -0.84179
H 0.65236 -0.95256 -4.55744
C 3.16565 0.37462 -1.68526
O -1.46359 -1.07226 1.99646
H -4.91729 -4.23429 -3.34133
H -1.04276 3.13586 5.55010
C -0.52410 -4.40414 -4.51584
Si 3.38541 -3.00769 0.87655
C 1.08398 6.52505 -0.93243
F 1.64363 -1.46516 4.64178
F -0.35339 -2.32968 5.41061
C -4.14910 -6.19859 -2.79097
S 0.91348 -4.57888 -0.53328
C -2.25230 -0.97655 -6.28881
Y 0.11228 -2.48996 1.11792
H 1.33749 5.34539 5.38439
C 1.42345 4.03453 0.25435
H -0.58797 -4.99557 -6.54641
P -0.38578 -3.66764 -1.76817
H 0.10587 5.72771 3.56392
H -6.05426 -1.40191 -0.62428
C 1.98592 2.85873 3.15232
C 3.26361 1.72760 -2.05140
C 2.90901 2.42125 5.31231
H -0.20575 -1.30601 -6.87248
H 3.31657 4.58614 7.49785
C -3.29854 2.55036 3.01798
C 0.85055 1.67085 -2.44329
H -3.05943 1.22617 1.39323
C -4.46194 -2.40735 0.26763
H -0.90573 5.81942 -1.39907
N 0.51333 -0.06990 1.77212
H -4.17942 -0.41074 -5.53906
C -0.75216 0.04158 2.05229
H -3.34345 -0.13024 -3.22936
H 2.16407 -3.07254 -2.89479
C 3.88003 4.63823 0.78946
H 1.92534 -1.35203 -1.47912
H -0.01877 2.16758 -2.83658
C -2.62670 1.65798 2.26410
C -4.12543 -4.78679 -2.86371
C 1.55986 -3.44062 -3.72785
C 0.47933 4.94090 2.89639
H 0.82043 7.55017 -1.21610
Cl 3.73497 -5.08905 1.02349
C 0.21694 4.37728 -0.35258
H 1.76665 -4.38059 -7.01065
H 2.00166 3.39777 -2.83788
B 0.84684 -2.58960 4.75206
H 4.07633 1.00213 2.77078
C -3.00877 -6.84376 -2.28657
H 3.81992 0.17841 4.36734
C 2.08444 2.32402 -2.52244
H -4.93975 -6.78161 -3.26132
Cl 5.18963 -2.23014 1.93241
P -0.82549 -0.52397 -1.95053
H -0.60302 3.71062 -0.24154
C 2.50063 4.90418 0.16195
H 4.04888 -0.18540 -1.38917
C 1.72470 4.42780 4.96045
C -0.58915 -2.09573 -1.22334
H -4.33858 2.86415 2.87931
C 1.41282 4.06729 3.63434
F 1.57666 -3.66695 5.21718
C 0.23937 -3.87679 -3.48020
N -5.62892 -2.27803 -0.45023
S -2.11097 0.79654 -1.15415
F 0.46702 -3.01063 3.34540
*
```

Properties
energy relative to the best compared isomer or geometry (same formula, charge and spin) = 0.00 kJ/mol
HOMO level (alpha / beta) = -2.69 / -2.69 eV
Kohn-Sham gap (alpha / beta) = 0.23025 / 0.22393 Ha

***

2.
A cluster of 5 separate species, C50H47F17IN3OS in total at a distorted geometry. Source: the OMol25 dataset; level of theory: ωB97M-V/def2-TZVPD.

```
! RIJCOSX wB97M-V def2-TZVPD def2/J DEFGRID3
* xyz 0 1
H -6.00028 -6.81386 1.57270
H -3.04413 -0.84989 0.08142
H -4.92587 1.81475 -2.21076
C 5.51001 -0.98996 7.18713
C 3.15052 3.74958 7.98846
C 2.99248 -4.63348 2.65915
C -1.04673 -0.03262 -4.03036
F 2.43621 1.52481 -2.81980
C 0.85947 -2.80180 0.48673
H -0.48214 0.85834 -5.88885
H -1.67389 -1.85241 1.62934
H -3.93690 -3.42780 -1.38617
H -5.15216 4.38428 -2.33055
C -0.21854 0.65753 -4.83242
N -1.00901 -1.93649 -0.76238
C 2.66755 -1.85371 -1.50647
H 3.13689 -1.01386 -3.49089
H -3.56698 1.13077 -3.10521
H 3.53717 2.87411 4.25285
C 3.34540 2.10294 -0.66596
F 0.70547 2.50959 1.07552
C -5.77476 1.06055 -6.64330
C 2.21787 -3.05613 0.65744
C -6.26214 0.28022 -7.68254
H -5.27258 -5.28565 -2.36259
H 4.22356 -2.27594 -2.89501
O -2.74464 -1.09205 -2.02911
C 4.73791 -0.35915 -2.02397
C 3.13416 -2.57145 -0.40146
C -4.40917 1.16920 -6.46575
C -0.46160 -0.75689 -2.82444
H 1.69651 5.18743 7.34210
H -2.31657 2.53332 0.33964
C -4.22155 -4.11332 0.61808
C 2.53542 4.10364 5.68786
F 5.97792 1.62547 -2.53470
F 1.22796 3.67416 2.92672
H 0.76687 1.02817 -4.50474
C 0.35322 -2.09369 -0.67799
H 2.94318 -1.54708 9.32763
H -1.13778 2.74036 -2.88880
C -2.03182 3.22325 -3.34463
C -4.38994 -4.18056 -0.75154
H 6.37105 -2.48192 5.88809
C 5.62176 -2.26062 6.63776
C -5.38053 -0.38850 -8.52218
H -4.21936 1.35657 -0.14000
C 3.66906 -1.35723 -2.58829
C -4.00982 -0.27411 -8.32718
C -1.40166 -1.27360 -1.82531
C 2.66250 3.45106 -0.27578
C -3.41096 1.07692 -0.85746
N 0.85732 -0.87906 -2.78985
H -0.92915 -3.94394 1.07580
H -1.30197 1.90045 -0.97604
F 4.86401 -4.48738 6.52225
C -4.78679 -5.04909 1.46254
F 4.59008 2.00312 -0.12450
C 3.79374 -3.01424 8.01537
H 3.12978 -3.81327 8.32051
H 4.46474 0.26207 8.58504
H -6.44646 1.58230 -5.97326
C 1.22965 -1.59020 -1.67747
C 2.39451 4.41891 7.03462
F -3.48848 -3.11071 1.13958
H -4.47153 -0.80232 -0.97075
H -3.11626 3.76475 -1.41528
F 1.70552 3.83436 -1.14505
H -1.67112 0.89685 0.51927
H -3.32310 -0.79851 -8.97945
H 4.91014 1.69747 5.95403
H -2.45459 0.62231 -7.13210
C 3.43246 3.12325 5.29923
H -1.11528 -2.31461 3.05290
C -5.14020 -5.21671 -1.29021
C -4.43017 4.09874 -3.12908
H -4.63278 -4.97005 2.53141
S 1.89329 3.51271 1.44936
H -2.11639 -0.07616 -4.28083
H 1.94595 4.62076 4.94343
N -0.79818 -2.04435 2.11764
C 4.19959 2.46007 6.24538
F 3.81226 3.22171 -2.81033
H 6.17527 -0.20011 6.86016
H -7.33023 0.19405 -7.83722
C -3.51952 0.51421 -7.29525
C 4.54702 -0.73196 8.15535
H -5.76141 -1.00053 -9.33044
C -3.28956 3.24971 -2.37785
C -5.71955 -6.16319 -0.45432
H 5.74684 -0.78747 -2.21593
H -2.26082 2.60894 -4.26625
I 5.20000 -3.05912 -0.10636
C -3.80805 1.75625 -2.22104
F 3.62051 4.40581 -0.32049
C 4.74029 1.04685 -2.65969
H -4.90001 3.51917 -3.94084
F 2.58565 1.01464 -0.37267
C 3.69148 -1.74542 8.57046
F 4.78714 2.13020 8.50239
H -1.72792 4.26028 -3.60092
H 3.04843 3.97555 9.04239
C 4.04641 2.78067 7.57895
C -0.16998 -3.27521 1.54558
F 3.00475 4.59998 1.92970
H 4.65540 -0.32731 -0.91721
C -3.40344 -0.48527 -0.89939
H -6.30822 -6.96921 -0.87494
F -3.93404 1.93113 -5.45999
C -5.54547 -6.07814 0.92156
C 2.74547 -3.77677 1.83850
F 4.58662 0.86578 -4.03002
H 3.08403 -5.43276 3.38996
C 4.75999 -3.25545 7.05796
H -3.95417 5.04185 -3.47916
C 3.57537 2.00792 -2.23802
C -2.07100 1.61048 -0.23566
H 0.33098 -3.78040 2.39551
F 0.95358 4.74195 0.96801
F 2.83890 2.36045 2.04093
*
```

Properties
HOMO level = -8.52 eV
Kohn-Sham gap = 0.28819 Ha
structure (SMILES) = C#Cc1c(I)c(CCC(F)(F)C(F)(F)C(F)(F)C(F)(F)S(F)(F)(F)(F)F)c2nc(C=C)c(OC[C@@H](C)CC(C)C)nc2c1CN.Fc1ccccc1.Fc1ccccc1.Fc1ccccc1.Fc1ccccc1

***

3.
A cluster of 5 separate species, C50H48BF6NO9S2 in total at a distorted geometry. Source: the OMol25 dataset; level of theory: ωB97M-V/def2-TZVPD.

```
! RIJCOSX wB97M-V def2-TZVPD def2/J DEFGRID3
* xyz 0 1
H -0.81478 13.14482 -1.58808
C -1.32905 -0.90205 -3.07282
S 1.58464 -0.84687 0.51872
H -0.66805 -1.67014 0.29844
H -1.41321 -0.49821 -6.38362
H -0.39881 -1.06999 1.95636
H 1.56078 -2.77474 1.96652
C -1.19321 -11.65276 3.12777
H 4.21100 -1.86291 0.81269
H 0.60587 -10.87327 2.25102
B 1.17066 6.89061 -1.66544
H 4.63886 2.11541 -0.02323
H -3.10727 -12.15220 3.96396
H -2.59892 -8.07465 2.75184
C 1.63527 11.06481 0.55514
H -4.01062 -9.86324 3.71471
H 7.24291 1.35134 2.24192
H -6.33669 -5.06600 -3.06173
H 0.32926 -6.33754 2.63517
H 2.32242 10.48089 1.15737
F -3.69034 -1.20679 -3.06863
H 1.46659 12.64214 2.00271
H 3.59128 6.66345 0.15506
H 6.19002 -0.80663 -0.17889
H 7.59884 0.04082 0.58961
C -6.54076 -4.54280 -2.13436
C -2.16960 0.45421 -0.31649
C 0.87722 6.94110 -0.06830
O 3.83097 2.28240 1.88716
H 6.55305 0.93989 -0.62474
H -4.55403 -3.75047 -1.96550
C 3.10128 3.37075 1.45985
C 0.27855 13.03030 0.25671
H 4.30161 -2.12184 2.60571
O -0.47087 -0.72777 -6.49078
O 1.12746 1.38114 2.73280
H -0.79694 -12.65564 3.23831
C 0.87024 4.50254 0.92736
C -1.23529 3.00116 0.48384
C 1.23433 10.59792 -0.69144
C 0.32326 -5.72510 0.57663
C 6.55023 0.17955 0.20571
H -9.05448 -3.99039 0.06947
H -0.29199 -8.58090 2.01649
C -2.58376 -1.45828 -2.29513
C 0.34995 11.34484 -1.46014
C -8.06681 -3.94123 -0.37427
C -2.74867 -0.92414 -0.81205
C 1.61058 5.66564 0.49674
C 0.79430 2.07965 1.81284
F -2.48262 -2.84273 -2.21631
H 3.76697 -3.49005 1.59136
C -0.40395 -10.65097 2.57619
C -2.45347 2.96655 -0.31038
O -1.42401 5.29140 1.25186
O 1.21624 -0.92771 -5.07364
C -5.53639 -3.80592 -1.51729
C 1.64734 3.33185 1.40418
F -0.22823 -0.69894 -2.29503
C -0.93789 0.51493 0.48926
H 2.12289 -1.28737 2.86904
H 2.46006 -7.58026 2.44263
O 2.01091 7.82466 -2.33611
C 0.85105 -6.37548 1.68564
C 3.71696 -2.37255 1.67406
C 3.81124 4.59463 1.01659
H 1.32309 7.88751 0.31903
C -7.06042 -3.21194 0.24751
C 4.99476 2.06076 1.04074
C -0.68143 4.40084 0.92176
C 2.24201 -1.88466 1.92252
H 1.30131 5.18274 -2.61080
F -1.70431 0.28512 -3.69864
C -2.49069 -11.36986 3.53684
C -5.79423 -3.14177 -0.32378
C 2.04777 -7.07418 1.57693
H -0.09029 13.98079 0.62401
C -2.94112 1.63655 -0.70572
H 1.60983 9.65199 -1.06317
H -7.26273 -2.69588 1.17926
F -0.10677 -2.89047 -3.70963
C -0.90910 -9.36320 2.44240
H 4.92419 4.67617 1.02993
C -0.22766 -0.80689 0.87403
H 0.03250 10.97843 -2.42980
N -3.21010 4.13040 -0.69182
H 3.64515 -7.67460 0.27321
C 1.15571 12.27961 1.02961
H 0.58743 -5.25573 -1.50282
H 4.81771 -0.03320 1.68093
H -0.61203 -5.18315 0.66023
H -2.59113 4.87270 -1.01905
C 2.71498 -7.12523 0.35906
H -8.58955 -5.18092 -2.04793
H 2.71179 -6.50682 -1.69789
H -0.23146 6.88303 0.05246
C -7.80602 -4.60883 -1.56447
H 2.80419 7.30059 -2.56748
C 5.63967 0.66217 1.40336
C -0.88400 -1.88004 -4.24470
C -2.20537 -9.07970 2.85486
F -1.94761 -2.40069 -4.94331
H -5.00896 -2.56834 0.16363
C -2.99787 -10.08351 3.39816
S -4.47799 1.39896 -1.66514
C 2.18972 -6.47023 -0.74893
O 6.46409 0.86465 2.56628
C -0.12680 12.56140 -0.98729
H -3.70651 4.45513 0.14451
O -3.30778 -1.60187 0.00850
C 3.08058 5.74388 0.52344
O 0.59301 5.83411 -2.44169
H -4.31509 2.02614 -2.87377
C 0.99557 -5.76875 -0.63944
C -0.46477 1.83328 0.92052
C 0.06518 -1.12970 -5.28176
H 5.79718 2.82229 1.26024
*
```

Properties
HOMO level = -8.65 eV
Kohn-Sham gap = 0.27553 Ha
structure (SMILES) = CCSCc1c(C(=O)C(F)(F)C(F)(F)C(F)(F)C(=O)O)c(S)c(N)c2c1C(=O)c1c(OC[C@@H](C)O)ccc(CB(O)O)c1C2=O.c1ccccc1.c1ccccc1.c1ccccc1.c1ccccc1

***

4.
A structure of composition C50H48CrN10O4S at a distorted geometry. Source: the OMol25 dataset; level of theory: ωB97M-V/def2-TZVPD.

```
! RIJCOSX wB97M-V def2-TZVPD def2/J DEFGRID3
* xyz 0 5
C 3.07057 0.61309 6.59943
C 0.09197 2.91777 2.65116
H 0.41098 3.47458 3.52331
H 1.76138 -0.59726 4.71415
C -3.35974 -1.93373 -1.10067
H 1.76911 0.17292 -0.05554
C -3.63570 -1.52551 2.65606
C -1.61162 2.40548 -2.67671
H 3.71832 0.17002 2.19642
H -0.18986 -1.13981 -5.57460
C 4.34931 -2.48860 2.25251
C 2.08161 -1.77512 3.20771
C 0.10037 2.53495 0.30969
H 2.50378 -3.18237 1.84211
H -4.16414 3.79346 0.76382
H -1.12418 1.52101 3.74405
H 0.23988 2.91764 -4.86424
H -4.39754 0.00080 -4.64906
C -2.17606 3.66540 -3.26113
C 0.50735 -3.24977 -2.50689
H -2.62828 3.21432 0.10673
H 1.61561 2.43514 -3.86233
H -6.26068 2.62944 0.26441
H 4.29349 -1.98305 -4.16378
C 1.31162 -0.35406 -4.26769
C -3.26122 -1.45974 0.30325
N -0.64988 1.43879 0.43551
N 2.51842 -1.11183 4.29490
C 4.69262 -0.02175 2.63099
H 5.16079 2.05378 2.89896
H 3.15225 -2.17127 5.98374
C -5.77679 2.21525 -0.61385
O -5.17465 -3.01541 3.62396
H -2.49904 -0.13536 3.79461
C 3.46406 -1.36628 -3.83826
H -7.61972 1.67454 -1.56825
C 0.49379 3.30280 1.38442
C 2.48658 0.60130 -0.75996
C 0.18191 -0.16357 -5.25196
Cr -1.22460 0.09809 -1.03682
H 7.37320 1.60734 3.90892
H 4.30236 -0.97853 -1.90026
H -2.17734 3.62614 -4.35412
H -1.57001 4.52835 -2.97087
C -3.62159 2.90912 0.42961
H -2.83945 0.66410 -4.13350
C -2.13980 0.04048 1.66943
O -0.06075 -1.28793 -0.59498
C -2.49204 -1.77478 -3.23171
C 4.14271 -0.26325 5.94859
C 3.46312 -0.80918 -2.56682
O 4.87076 -3.35879 1.60022
C 1.00408 -3.16405 -1.14776
C 0.60827 2.84547 -3.83629
C -0.74811 1.82829 2.77798
C 5.14040 -1.32887 2.77517
N 0.73671 -2.24986 -0.28725
N -2.31921 1.59062 -1.87781
C -4.26707 -3.29714 -2.83451
H 3.53250 1.36700 7.23820
C 1.29133 0.16237 -2.96446
H 2.29562 1.67540 -0.82147
H -6.49762 0.88398 -3.62956
H 8.16651 -0.72585 4.16711
H -4.01550 1.69428 -4.94354
H 0.54071 0.35832 -6.14274
H -1.74903 -1.32807 -3.87387
H -4.94038 -3.33023 -0.78853
H 4.71496 0.32886 5.23060
C -3.36239 -2.73514 -3.71094
C -3.75066 1.70190 -1.81476
N 2.96455 -2.53076 2.46410
H 3.48853 0.45975 -0.35675
C 6.74575 0.78302 3.59104
N -2.43379 -0.42443 0.45278
N 2.49473 -5.12434 -0.33842
H -3.19491 3.83301 -2.91901
C -1.12742 1.12891 1.64879
C -4.52165 1.26333 -2.90542
C 5.50207 1.03381 3.03012
C -4.38639 2.23863 -0.68536
H 2.47544 1.14433 5.85201
C -3.89436 -2.02651 1.39055
C 2.39999 -1.11947 -4.68053
H 4.83630 -0.61317 6.71604
C -3.90077 0.87553 -4.22766
C -4.32784 -2.14837 3.91079
N -2.49271 -1.36596 -1.96592
H -4.96642 -4.05165 -3.17230
H 6.74407 -2.60524 3.38074
C -0.28732 1.99214 -2.98682
C -6.53912 1.69594 -1.64554
C 1.85204 -4.23806 -0.68729
O -3.92204 -1.66454 4.98445
H 2.39186 -1.53997 -5.68175
C 2.39962 -0.03349 -2.12211
H -3.30510 -3.04325 -4.74620
H -4.56695 -2.87202 1.31027
S 0.47684 -1.67530 2.74232
H 2.39472 0.01603 7.21999
H 0.38126 2.80020 -0.69992
H 0.65277 3.86322 -3.43812
H -3.51887 2.24876 1.29250
H 1.10135 4.18369 1.22622
C -5.90818 1.24534 -2.79264
N 0.10770 0.81205 -2.47662
C 6.39964 -1.58037 3.31012
N 0.12994 -3.33055 -3.58774
C 7.19292 -0.52652 3.73792
H -0.64411 0.41343 -4.84182
C -2.73200 -0.48112 2.79512
C 3.57664 -1.48733 5.24113
H 4.36725 -2.01111 4.71770
C -4.26046 -2.89404 -1.50705
*
```

Properties
energy relative to the best compared isomer or geometry (same formula, charge and spin) = 4.62 kJ/mol
HOMO level (alpha / beta) = -7.14 / -7.92 eV
Kohn-Sham gap (alpha / beta) = 0.22754 / 0.24488 Ha

***

Number 1: total energy -167703.7176 eV. Number 2: total energy -124257.8620 eV. Number 3: total energy -111195.9147 eV. Number 4: total energy -114978.2209 eV.